(1)
{"formula": "H38O19", "method": "ωB97M-V/def2-TZVPD", "e_tot_ha": -1452.09448, "spin_multiplicity": 1, "homo_lumo_gap_ev": 9.3, "e_lumo_ev": -0.6, "symbols": ["O", "H", "H", "O", "H", "H", "O", "H", "H", "O", "H", "H", "O", "H", "H", "O", "H", "H", "O", "H", "H", "O", "H", "H", "O", "H", "H", "O", "H", "H", "O", "H", "H", "O", "H", "H", "O", "H", "H", "O", "H", "H", "O", "H", "H", "O", "H", "H", "O", "H", "H", "O", "H", "H", "O", "H", "H"], "xyz": [[2.445, -0.022, -2.106], [1.573, -0.260, -2.244], [2.895, -0.630, -2.690], [2.261, -2.030, -2.893], [2.920, -2.727, -2.887], [1.599, -2.014, -2.137], [-1.723, 1.775, -1.458], [-2.384, 2.513, -1.569], [-0.980, 2.048, -2.044], [-0.087, -4.052, -1.043], [-0.285, -3.270, -0.664], [0.904, -4.061, -1.022], [2.775, 2.883, -0.122], [2.326, 2.432, -0.743], [3.755, 2.724, -0.310], [1.608, 0.101, 2.875], [2.042, 0.889, 2.671], [1.218, -0.116, 2.003], [-3.462, -1.900, 1.977], [-3.276, -2.177, 1.036], [-3.478, -0.969, 2.121], [2.830, -3.089, -0.630], [3.329, -3.033, 0.182], [3.461, -3.555, -1.198], [-0.364, 0.065, -0.021], [-0.458, 0.983, -0.275], [-0.592, -0.452, -0.862], [1.873, -3.126, 1.670], [1.313, -2.698, 2.434], [1.374, -2.786, 0.897], [-1.627, -2.693, -2.647], [-1.235, -2.496, -3.483], [-1.558, -3.546, -2.205], [-1.397, 3.861, -0.370], [-1.784, 4.325, -1.025], [-0.693, 4.342, -0.250], [-2.932, -0.561, -0.214], [-2.948, -0.567, -1.113], [-2.191, -0.205, 0.198], [0.505, 3.367, 2.023], [-0.482, 3.645, 2.090], [0.471, 2.534, 2.422], [-1.940, 4.062, 2.704], [-2.527, 4.212, 1.907], [-2.400, 3.350, 3.312], [-0.988, -1.667, 3.490], [-0.394, -1.184, 4.094], [-1.726, -1.143, 3.077], [-0.928, 0.379, -4.175], [-1.551, 0.447, -3.385], [-1.151, -0.524, -4.284], [-2.538, 1.890, 1.202], [-2.658, 2.667, 1.539], [-1.620, 2.159, 0.624], [3.789, 0.560, 0.183], [2.972, 0.625, 0.801], [3.409, 0.102, -0.587]], "atomic_forces_ev_per_a": [[2.42, 3.89, 1.51], [-2.69, -0.04, -0.38], [0.25, 0.06, -0.16], [-1.67, -2.09, -1.44], [-0.77, -0.31, 0.52], [2.14, -1.19, -1.22], [-0.50, 0.45, -2.20], [0.99, -1.57, 0.34], [-0.66, -0.08, 0.44], [2.67, -4.12, -1.70], [-1.33, 4.14, 2.17], [-1.08, -0.30, 0.05], [4.00, 3.21, 2.94], [-2.09, -2.60, -3.41], [-2.28, -0.03, 0.40], [-1.47, -1.84, -0.59], [1.43, 2.21, -0.04], [-0.13, -0.24, 0.64], [0.22, -2.48, -0.22], [-0.35, 1.60, 1.57], [-0.23, 0.98, -0.99], [0.73, -0.68, -0.86], [-0.15, 0.18, 0.99], [-0.28, 0.06, 0.07], [0.61, -1.84, -1.27], [-0.01, 0.22, -0.22], [0.42, 1.15, 1.76], [-2.42, 1.80, 1.82], [1.63, -1.28, -1.84], [0.50, -0.43, 0.65], [-1.63, 1.83, 1.25], [0.67, -1.28, -0.52], [0.86, -0.19, -1.12], [-3.66, -4.34, 2.29], [-2.68, 2.28, -3.54], [6.87, 3.90, 1.86], [-3.25, -1.86, 2.71], [0.53, 0.33, -3.66], [2.10, 1.23, 0.45], [-2.01, 2.32, -1.22], [2.30, -0.42, 0.23], [0.18, -2.17, 1.03], [-2.61, -1.12, 0.76], [0.78, 0.10, 1.60], [1.25, 2.16, -1.87], [-0.18, 0.08, -0.31], [-0.88, 0.34, -0.69], [1.44, -0.63, 0.97], [-1.41, 0.85, 2.42], [1.07, 0.97, -1.06], [0.25, -1.75, -1.23], [4.97, -6.03, -5.38], [-1.44, 6.49, 3.22], [-4.02, -1.34, 2.27], [-1.70, -0.76, 1.83], [2.37, -0.05, -1.66], [-0.04, 0.20, 0.02]], "lowdin_charge": [-0.050, -0.017, 0.020, -0.080, 0.063, 0.084, -0.106, 0.102, 0.085, -0.014, -0.040, 0.057, -0.056, -0.065, 0.087, -0.026, -0.009, 0.025, -0.074, 0.063, 0.000, -0.066, 0.055, 0.071, -0.060, 0.002, 0.079, -0.102, 0.094, 0.011, -0.048, 0.014, 0.030, 0.061, 0.026, -0.006, -0.011, -0.016, -0.048, -0.072, 0.006, -0.029, -0.092, 0.079, 0.149, -0.090, 0.034, 0.028, -0.047, 0.048, -0.011, -0.047, -0.143, 0.118, -0.113, 0.059, -0.014]}

(2)
{"formula": "C3H7ClS", "method": "ωB97M-V/def2-TZVPD", "smiles": "C[C@H](S)CCl", "e_tot_ha": -976.86285, "spin_multiplicity": 1, "homo_lumo_gap_ev": 10.1, "e_lumo_ev": 0.8, "symbols": ["C", "C", "S", "C", "Cl", "H", "H", "H", "H", "H", "H", "H"], "xyz": [[0.728, 1.062, -0.658], [0.359, -0.105, 0.292], [1.159, -1.698, -0.079], [-1.127, -0.149, 0.738], [-2.352, -0.951, -0.383], [0.689, 1.920, -0.039], [1.709, 0.903, -1.040], [-0.057, 0.883, -1.406], [0.950, 0.047, 1.245], [0.630, -2.135, -1.247], [-1.495, 0.878, 0.893], [-1.193, -0.654, 1.684]], "atomic_forces_ev_per_a": [[-1.60, -2.68, 0.41], [0.88, -0.17, 1.13], [-0.12, -0.42, -0.18], [0.15, 0.46, -0.51], [1.07, 0.50, 0.48], [-0.40, 1.29, -0.11], [0.62, 0.02, -0.44], [0.46, 1.26, -0.38], [-0.84, 0.08, -0.61], [-0.20, 0.49, 0.24], [0.14, -0.39, -0.23], [-0.16, -0.45, 0.20]], "lowdin_charge": [-0.109, -0.790, 0.707, -0.567, 0.479, 0.063, 0.055, 0.082, 0.091, -0.142, 0.075, 0.055]}

(3)
{"formula": "C4H8N4O", "method": "ωB97M-V/def2-TZVPD", "smiles": "[H]/N=C\\N=C1/OCCN1N", "e_tot_ha": -451.37743, "spin_multiplicity": 1, "homo_lumo_gap_ev": 9.1, "e_lumo_ev": 0.6, "symbols": ["H", "N", "C", "N", "C", "O", "C", "C", "N", "N", "H", "H", "H", "H", "H", "H", "H"], "xyz": [[3.636, 1.066, -0.083], [3.791, 0.032, 0.119], [2.606, -0.442, 0.082], [1.503, 0.373, -0.233], [0.272, -0.123, -0.267], [0.049, -1.402, -0.308], [-1.412, -1.511, -0.044], [-1.869, -0.144, 0.290], [-0.810, 0.698, -0.170], [-0.911, 1.990, -0.095], [2.375, -1.595, 0.078], [-1.873, -1.530, -1.102], [-1.690, -2.388, 0.662], [-2.058, -0.031, 1.426], [-2.724, 0.174, -0.255], [-0.415, 2.250, 0.784], [-0.471, 2.583, -0.884]], "atomic_forces_ev_per_a": [[0.56, -1.32, 0.40], [-1.09, 0.91, 0.00], [-0.71, -1.63, -1.77], [-1.91, -0.18, 0.43], [5.72, 3.21, 0.52], [-2.59, -1.16, 1.11], [-0.89, -1.60, -2.62], [-0.95, 1.23, 3.22], [0.11, -5.60, -1.73], [1.65, 5.19, 0.79], [0.82, 2.11, 0.56], [0.73, -1.53, 1.45], [0.72, 1.67, -1.45], [0.26, 0.18, -1.49], [-1.22, -0.20, -0.04], [-0.39, 0.60, -0.82], [-0.83, -1.89, 1.45]], "lowdin_charge": [0.055, 0.041, -0.366, 0.085, -0.431, 0.038, -0.087, -0.168, -0.207, 0.061, 0.135, 0.151, 0.163, 0.152, 0.113, 0.114, 0.149]}

(4)
{"formula": "C9H19NO", "method": "ωB97M-V/def2-TZVPD", "smiles": "CNC[C@@H](O)C1CCCCC1", "e_tot_ha": -484.24287, "spin_multiplicity": 1, "homo_lumo_gap_ev": 9.6, "e_lumo_ev": 1.0, "symbols": ["C", "N", "C", "C", "O", "C", "C", "C", "C", "C", "C", "H", "H", "H", "H", "H", "H", "H", "H", "H", "H", "H", "H", "H", "H", "H", "H", "H", "H", "H"], "xyz": [[-1.353, -3.605, 1.341], [-1.023, -2.380, 0.787], [-0.935, -1.260, 1.679], [-1.147, 0.036, 0.867], [-1.288, 1.066, 1.870], [-0.133, 0.391, -0.273], [1.370, 0.481, 0.172], [2.242, 0.693, -1.009], [1.749, 1.886, -1.878], [0.187, 1.947, -2.177], [-0.449, 1.789, -0.874], [-2.456, -3.546, 1.546], [-0.686, -3.724, 2.226], [-1.087, -4.333, 0.548], [-1.675, -2.177, 0.094], [0.001, -1.370, 2.177], [-1.792, -1.416, 2.522], [-2.170, 0.010, 0.443], [-0.476, 1.020, 2.367], [-0.263, -0.449, -0.872], [1.558, 1.374, 0.769], [1.680, -0.318, 0.779], [3.249, 0.843, -0.582], [2.277, -0.122, -1.770], [1.979, 2.723, -1.214], [2.438, 2.224, -2.716], [0.009, 0.982, -2.776], [-0.066, 2.878, -2.742], [-0.229, 2.608, -0.161], [-1.507, 1.749, -1.143]], "atomic_forces_ev_per_a": [[-0.14, -1.26, 0.45], [2.08, 1.94, -0.94], [-2.60, -0.97, 0.26], [-0.26, 0.85, 1.49], [0.09, 0.14, -0.74], [0.74, 1.91, 3.44], [-1.93, 0.61, -0.36], [0.58, -0.36, -2.59], [0.92, 2.16, 0.29], [3.66, -1.37, -1.83], [-2.36, -1.30, 0.58], [0.75, -1.06, 0.60], [-0.91, -0.53, -0.36], [-0.53, -0.30, 0.91], [-1.13, 0.52, -1.53], [0.89, 0.58, 0.59], [1.63, 0.98, -1.58], [0.47, -0.22, -0.16], [0.41, 0.27, 0.48], [0.06, -1.12, -2.02], [-0.53, 0.21, 0.35], [0.42, -1.43, 0.60], [-0.09, 0.16, -0.82], [0.07, -0.25, 1.09], [-0.51, 0.55, 0.22], [-0.90, -1.31, 0.43], [-0.26, 1.62, 0.33], [0.11, -0.90, 0.42], [-0.25, -0.57, -0.35], [-0.47, 0.47, 0.75]], "lowdin_charge": [-0.160, -0.187, -0.198, -0.313, -0.044, -0.223, -0.173, -0.222, -0.200, -0.204, -0.208, 0.096, 0.097, 0.090, 0.080, 0.101, 0.162, 0.151, 0.075, 0.113, 0.120, 0.093, 0.116, 0.120, 0.090, 0.117, 0.136, 0.121, 0.137, 0.117]}